(1)
Formula: C12H21N2O2
Source: OMol25
Level of theory: the ωB97M-V functional and the def2-TZVPD basis

XYZ file:
```
37
Properties=species:S:1:pos:R:3:forces:R:3
C 3.9093 -1.0449 1.5497 -0.329 0.332 -0.221
O 3.1242 0.1831 1.4689 -0.935 -0.214 0.377
C 1.7774 0.2248 1.7420 -0.026 0.004 0.577
C 1.1437 1.5081 1.8922 0.822 -0.465 -0.027
C -0.1777 1.5897 2.3218 0.248 -0.040 0.329
C -0.8941 0.4403 2.6583 -0.562 0.347 -0.778
C -2.3448 0.6176 3.0369 -0.602 1.115 0.172
O -3.1024 -0.4267 2.6165 0.268 -0.722 0.542
C -4.2047 -0.4026 1.6964 0.059 0.374 -0.013
C -0.3261 -0.8031 2.3594 0.369 -0.467 0.078
C 0.9981 -0.9410 1.9492 0.822 0.745 0.078
H 4.9330 -0.6853 1.4924 -0.047 -0.090 -0.149
H 3.8167 -1.6330 2.4661 -0.409 0.501 0.263
H 3.6966 -1.7350 0.7296 -0.060 0.322 -0.176
H 1.7451 2.4193 1.7532 -0.358 -0.571 -0.131
H -0.7368 2.5246 2.4409 0.764 -0.057 -0.097
H -2.7979 1.6047 2.9508 0.380 0.228 -1.657
H -4.4297 -1.4529 1.5316 -0.065 0.043 0.026
H -5.0657 0.0838 2.1574 -0.019 0.094 -0.176
H -3.9561 0.0453 0.7200 0.099 0.043 0.540
H -0.8791 -1.7279 2.4272 -0.329 0.049 0.309
H 1.5063 -1.9198 1.8692 -0.725 0.594 -0.114
C -4.0844 0.7330 4.9567 -0.372 0.122 0.138
N -2.6067 0.7886 4.6925 0.112 -0.669 0.652
C -1.9557 -0.4286 5.2199 0.404 -0.241 0.774
N -2.0409 2.0200 5.2525 -0.001 0.280 -0.441
C -1.2500 1.9732 6.5195 0.077 -0.023 0.034
H -4.3574 -0.3074 4.7523 -0.438 0.491 0.228
H -4.2759 1.0477 6.0013 0.290 -0.605 -0.431
H -4.7080 1.4317 4.3453 0.977 -0.485 0.029
H -2.6082 -1.2716 4.9794 0.274 0.146 0.116
H -0.9778 -0.5689 4.7093 -0.661 0.205 0.678
H -1.8355 -0.3015 6.3019 -0.130 -0.551 -0.355
H -2.7856 2.7306 5.2928 0.452 -0.695 -0.109
H -0.6926 2.9396 6.5740 -0.383 -0.843 -0.241
H -1.8118 1.8859 7.4974 0.237 -0.177 -1.173
H -0.5341 1.1345 6.4095 -0.200 0.878 0.349
```
Positions in Å, forces in eV/Å.

Output
total charge: +1
structure (SMILES): CN[N+](C)(C)[C@H](OC)c1ccc(OC)cc1
2S+1: 1
E_LUMO: -2.3 eV

(2)
Formula: C12H21N3
Source: OMol25
Level of theory: the ωB97M-V functional and the def2-TZVPD basis

XYZ file:
```
36
Properties=species:S:1:pos:R:3:forces:R:3
C 4.6795 -0.5254 -4.1622 -0.684 0.353 -0.292
C 3.4976 -1.3750 -4.6364 0.375 -0.202 -0.755
C 2.1303 -0.6824 -4.8095 0.719 -0.380 -0.229
C 2.2236 0.5417 -5.6107 -0.040 -0.274 0.822
N 2.2918 1.4867 -6.2513 0.067 0.444 -0.364
H 4.3735 0.1526 -3.3640 0.165 -0.268 0.291
H 5.0400 0.1225 -4.9634 0.043 -0.117 -0.070
H 5.4806 -1.1914 -3.8547 0.124 0.171 0.190
H 3.3844 -2.2399 -3.9837 -0.250 0.105 0.128
H 3.7470 -1.7846 -5.6217 0.134 -0.070 0.095
H 1.7099 -0.5402 -3.8159 -0.339 0.381 -0.192
H 1.5190 -1.3406 -5.4302 -0.304 -0.135 0.455
C 0.8497 -0.7865 3.6492 -1.157 -0.217 -1.150
C 1.5851 -1.0922 2.3467 1.029 0.949 -0.237
C 1.2384 -0.1180 1.2104 -0.493 0.003 -0.044
C 1.9262 -0.4148 -0.0531 0.018 -0.017 0.266
N 2.4434 -0.6914 -1.0407 -0.020 0.044 -0.006
H -0.2190 -0.6290 3.4424 0.046 -0.346 -0.016
H 1.1316 0.1708 4.0827 0.569 -0.300 0.340
H 0.9321 -1.6722 4.2714 0.135 0.394 0.619
H 1.5030 -2.1161 1.9894 -0.272 -0.091 0.230
H 2.6492 -0.9017 2.5346 0.016 -0.448 -0.001
H 1.4773 0.8954 1.5372 0.064 0.058 -0.187
H 0.1671 -0.1218 0.9859 -0.004 -0.017 0.083
C -4.9378 0.4472 3.7931 -0.143 0.381 -0.074
C -5.4652 1.2225 2.5715 0.531 -0.186 0.081
C -4.3951 2.1456 1.9724 -0.103 0.492 -0.279
C -3.2480 1.4119 1.4404 -0.118 -0.012 -0.026
N -2.3856 0.8119 0.9800 0.179 -0.069 0.073
H -5.2743 -0.5865 3.8131 -0.123 0.021 0.009
H -5.2878 0.9511 4.6940 0.177 -0.175 0.152
H -3.8478 0.4312 3.8020 0.016 -0.039 0.049
H -6.3068 1.8482 2.8593 -0.154 -0.087 -0.108
H -5.7829 0.5228 1.7995 -0.129 0.112 -0.060
H -4.0369 2.9026 2.6747 0.035 -0.257 0.247
H -4.7933 2.7448 1.1473 -0.109 -0.204 -0.042
```
Positions in Å, forces in eV/Å.

Output
structure (SMILES): CCCC#N.CCCC#N.CCCC#N
2S+1: 1
E_LUMO: 0.6 eV

Look up the 2S+1 of the first one.
1

Look up the E_LUMO of the second one.
0.6 eV

E_LUMO of number 2 (C12H21N3)?
0.6 eV

E_LUMO of number 1 (C12H21N2O2)?
-2.3 eV